i.
The following is a DFT calculation (ωB97M-V/def2-TZVPD) of C3H6N4O in the gas phase.

Output
Total charge   0
LUMO level (spin up / spin down)   0.160 / 0.161 eV

Atoms and positions in Å:
1 C -1.48 -0.99 -0.11
2 C -0.25 0.63 0.87
3 C 1.77 0.95 -0.45
4 N -1.45 0.08 0.49
5 N -0.14 1.57 1.70
6 N 0.87 -0.03 0.28
7 N -2.19 -1.89 -0.74
8 O 0.61 -1.09 -0.47
9 H 2.86 0.89 -0.01
10 H 1.97 0.73 -1.50
11 H 1.34 1.89 -0.26
12 H 0.63 2.10 1.82
13 H -1.52 -2.46 -1.27
14 H -3.01 -2.39 -0.34

---

ii.
The following is a DFT calculation (ωB97M-V/def2-TZVPD) of C3H6N4O in the gas phase.

Output
SMILES   [H]/N=C1/COC(N)=NN1
Total charge   0
LUMO level   0.605 eV

Atoms and positions in Å:
1 H 3.28 -0.85 -0.46
2 N 2.83 -0.01 0.06
3 C 1.51 0.05 0.00
4 C 0.59 1.16 0.10
5 O -0.67 0.98 -0.52
6 C -1.31 -0.19 -0.04
7 N -2.60 -0.07 0.10
8 N -0.61 -1.23 -0.06
9 N 0.71 -1.08 -0.24
10 H 1.08 2.13 -0.20
11 H 0.55 1.25 1.14
12 H -3.41 0.76 -0.13
13 H -3.14 -0.94 0.38
14 H 1.19 -1.98 -0.12

---

iii.
The following is a DFT calculation (ωB97M-V/def2-TZVPD) of a molecular structure, C3H6N4O.

Output
Total charge   0
LUMO level   0.099 eV

Atoms and positions in Å:
1 C -1.70 -0.32 0.55
2 C -1.03 0.66 -0.41
3 C 1.48 1.05 0.16
4 H -3.70 -0.32 1.06
5 H -1.51 -0.15 1.53
6 H -1.22 -1.27 0.53
7 H -1.51 1.57 -0.28
8 H -1.19 0.28 -1.45
9 H 1.37 2.03 0.72
10 N 0.45 0.55 -0.52
11 N 2.54 0.11 0.60
12 N 1.93 -1.12 0.01
13 N 0.77 -0.83 -0.66
14 O -3.08 -0.18 0.01

---

On energetic grounds, ii is preferred over the next structure by 1.671 eV.

---

i.
The following is a DFT calculation (ωB97M-V/def2-TZVPD) of 2 unconnected molecules or ions with the total composition C3H7N2O2.

Output
Total charge   -1
LUMO level   4.190 eV

Atoms and positions in Å:
1 O -1.05 -1.38 -2.31
2 C -0.24 -2.13 -1.71
3 O -0.04 -2.17 -0.44
4 H 0.46 -2.83 -2.29
5 C -0.63 0.94 0.74
6 C 0.72 0.88 0.59
7 N 1.53 2.00 0.92
8 N -1.49 -0.13 0.50
9 H -1.08 1.84 1.14
10 H 1.17 -0.08 0.27
11 H 2.31 2.13 0.27
12 H 1.96 1.88 1.84
13 H -2.48 -0.07 0.61
14 H -1.14 -0.89 -0.14

---

ii.
The following is a DFT calculation (ωB97M-V/def2-TZVPD) of a gas-phase ion, C3H7N2O2 (charge -1).

Output
SMILES   CC(C)N=[N+]([O-])[O-]
Total charge   -1
LUMO level   4.117 eV

Atoms and positions in Å:
1 C 0.58 1.11 0.52
2 C 0.16 -0.07 -0.34
3 C 1.25 -1.17 -0.30
4 N -1.13 -0.70 0.20
5 N -2.20 -0.01 0.01
6 O -2.21 1.13 -0.59
7 O -3.27 -0.53 0.40
8 H 0.53 0.84 1.65
9 H 0.10 2.07 0.38
10 H 1.56 1.44 0.38
11 H 0.15 0.07 -1.45
12 H 1.39 -1.49 0.70
13 H 2.06 -0.69 -0.80
14 H 1.02 -2.00 -0.77

---

iii.
The following is a DFT calculation (ωB97M-V/def2-TZVPD) of 2 unconnected molecules or ions with the total composition C3H7N2O2.

Output
Total charge   -1
LUMO level   4.307 eV

Atoms and positions in Å:
1 O -1.06 1.40 -1.28
2 C -1.83 1.33 -0.31
3 O -1.92 0.38 0.54
4 H -2.52 2.19 -0.22
5 C 1.32 0.70 0.67
6 N -0.34 -1.65 -0.24
7 C 1.06 -1.50 -0.29
8 N 1.81 -0.62 0.28
9 H 1.24 1.45 -0.15
10 H 2.02 1.04 1.46
11 H 0.32 0.61 1.16
12 H -0.93 -0.77 0.08
13 H -0.78 -2.24 -0.94
14 H 1.61 -2.32 -0.76

---

iv.
The following is a DFT calculation (ωB97M-V/def2-TZVPD) of 2 unconnected molecules or ions with the total composition C3H7N2O2.

Output
Total charge   -1
LUMO level (spin up / spin down)   4.042 / 4.090 eV

Atoms and positions in Å:
1 C -0.76 1.16 -0.58
2 C -1.25 -1.16 0.28
3 C -0.53 0.14 0.44
4 N 1.57 -0.88 -0.27
5 N 2.40 -0.03 0.03
6 O 2.23 1.03 0.63
7 O 3.59 -0.41 -0.35
8 H -1.51 0.92 -1.20
9 H 0.08 1.33 -1.10
10 H -1.11 2.10 -0.10
11 H -2.41 -1.16 0.45
12 H -1.02 -1.81 1.07
13 H -1.13 -1.52 -0.66
14 H -0.15 0.31 1.35

---

On energetic grounds, iii is preferred over the next structure by 0.468 eV.

---

i.
The following is a DFT calculation (ωB97M-V/def2-TZVPD) of a molecular structure, C5H10N2.

Output
Total charge   0
LUMO level   1.044 eV

Atoms and positions in Å:
1 C 0.70 0.00 0.01
2 C -0.16 1.32 0.04
3 C -1.23 -0.66 0.03
4 C -0.05 -0.83 -1.00
5 C -0.09 -0.83 1.10
6 H 2.49 0.72 0.70
7 H 2.61 -0.63 -0.08
8 H 0.08 1.99 -0.79
9 H 0.02 2.01 0.95
10 H -2.09 1.01 -0.83
11 H -2.09 -1.32 -0.08
12 H -0.28 -0.39 -1.97
13 H 0.29 -1.88 -1.21
14 H 0.32 -1.78 1.13
15 H -0.23 -0.41 2.06
16 N 2.11 0.24 -0.17
17 N -1.56 0.72 0.04

---

ii.
The following is a DFT calculation (ωB97M-V/def2-TZVPD) of C5H10N2 in the gas phase.

Output
SMILES   C=NC(=C)CCN
Total charge   0
LUMO level   -0.020 eV

Atoms and positions in Å:
1 C -1.27 -2.29 0.04
2 N -0.16 -1.68 0.49
3 C -0.33 -0.31 0.86
4 C 0.64 0.14 1.79
5 C -0.70 0.73 -0.14
6 C 0.37 0.86 -1.22
7 N 1.10 2.11 -1.33
8 H -1.12 -3.35 0.13
9 H -2.22 -1.95 -0.12
10 H 1.20 1.01 1.52
11 H 1.29 -0.58 2.33
12 H -0.81 1.62 0.51
13 H -1.63 0.72 -0.78
14 H -0.07 0.64 -2.21
15 H 1.00 -0.11 -1.11
16 H 1.92 1.93 -1.97
17 H 1.65 2.30 -0.49

---

iii.
The following is a DFT calculation (ωB97M-V/def2-TZVPD) of C5H10N2 in the gas phase.

Output
SMILES   C=NC(=C)CCN
Total charge   0
LUMO level   0.080 eV

Atoms and positions in Å:
1 C -1.06 2.65 1.24
2 N -0.85 1.44 1.02
3 C -0.19 0.75 0.00
4 C 0.59 1.33 -0.92
5 C -0.50 -0.74 -0.04
6 C 0.73 -1.61 0.27
7 N 0.77 -2.88 -0.50
8 H -0.31 3.43 1.46
9 H -2.08 3.05 1.29
10 H 0.69 0.76 -1.84
11 H 0.94 2.35 -0.82
12 H -0.87 -0.89 -1.06
13 H -1.29 -0.91 0.69
14 H 0.71 -1.79 1.34
15 H 1.67 -1.13 0.01
16 H -0.16 -3.18 -0.76
17 H 1.20 -2.63 -1.39

---

On energetic grounds, i is preferred over the next structure by 1.308 eV.